DFT (ωB97M-V with the def2-TZVPD basis set) results for a molecular structure, C19H45InN5O7.

Geometry as XYZ:
```
77
Properties=species:S:1:pos:R:3:forces:R:3
In 0.03134 -1.20149 0.10455 -0.3 0.0 0.2
O -6.26488 -2.73514 3.32450 -0.1 0.0 0.1
O 5.97959 6.51412 1.01101 0.0 0.1 0.0
O 5.26364 -1.13850 0.44753 0.2 0.0 0.2
O 2.01253 3.97282 -1.60688 0.0 0.2 -0.2
O 3.40929 -1.98827 -0.41074 0.7 -0.3 -0.3
O -3.53795 -7.09741 -2.18139 0.1 0.0 0.0
O -1.13505 -4.39885 0.90364 0.2 -0.2 0.0
N 1.64226 5.88870 -0.49472 0.0 0.0 -0.1
N 8.14627 7.09137 0.98282 0.0 0.0 0.0
N -7.19860 -1.49207 1.71212 0.0 -0.1 0.0
N -3.50269 -5.70779 -3.93823 0.0 0.0 0.0
N -3.19889 -4.45969 1.76449 0.1 0.1 0.1
C 2.36451 0.68688 -1.01343 0.0 0.2 0.1
C 9.43189 7.37167 0.38428 0.0 0.0 0.0
C 1.91751 6.91644 0.48265 0.0 0.0 0.0
C 4.16378 -0.94230 0.00701 -0.6 0.0 -0.1
C -2.10379 -5.06037 1.21939 -0.1 0.2 -0.1
C 3.58069 4.51841 0.11802 0.0 -0.1 -0.1
C -2.95009 -4.70297 -4.81997 0.0 0.0 0.0
C -4.46194 -5.04680 2.14079 0.0 0.0 -0.1
C 2.36091 4.75020 -0.73967 0.0 -0.1 0.1
C -8.15982 -1.42674 3.97351 0.0 0.0 0.0
C -8.13981 -0.55755 1.13932 0.0 0.0 0.0
C 7.01793 6.58948 -1.14192 0.0 0.0 0.0
C -7.13144 -1.94706 2.99256 0.1 0.1 -0.1
C -1.53002 -5.80590 -2.49263 -0.1 0.0 0.0
C -2.17030 -6.54742 0.95342 -0.1 0.0 0.0
C 0.98182 0.77172 -0.36419 0.0 -0.3 -0.1
C -2.92432 -6.26714 -2.83711 0.0 0.1 0.0
C 6.99034 6.72668 0.36398 0.0 -0.1 0.0
C 3.50641 0.42184 -0.01237 0.3 0.1 -0.4
H -6.47302 -1.86094 1.11558 0.0 0.0 0.0
H -7.62846 0.32721 0.75571 0.0 0.0 0.0
H -1.21847 -6.83123 0.51462 0.0 0.0 0.0
H -1.50392 -4.73210 -2.29833 0.1 0.0 0.0
H 7.28333 7.53427 -1.61836 0.0 0.0 0.0
H -8.85275 -0.23656 1.89321 0.0 0.0 0.0
H 3.18309 0.61132 1.01737 -0.1 -0.1 -0.1
H -2.33630 -7.13993 1.85451 -0.1 0.1 0.0
H 3.30814 4.45374 1.17210 0.0 0.0 0.0
H 8.06161 7.15705 1.98520 0.0 0.0 0.0
H -8.69593 -1.01388 0.31793 0.0 0.0 0.0
H -1.19670 -6.31630 -1.59728 0.0 0.0 0.0
H 6.02765 6.29067 -1.47198 0.0 0.0 0.0
H -1.74502 -0.89416 0.23607 0.0 0.0 0.0
H 9.37335 7.25627 -0.69361 0.0 0.0 0.0
H -5.27635 -4.58529 1.57904 -0.1 -0.1 0.0
H -4.43188 -6.05025 -4.12360 0.0 0.0 0.0
H 2.36599 -0.07875 -1.80509 0.0 0.1 0.0
H 7.73754 5.83159 -1.45346 0.0 0.0 0.0
H 10.19621 6.68733 0.75710 0.0 0.0 0.0
H 0.30298 1.29455 -1.04685 0.0 0.0 0.1
H 9.75164 8.39311 0.59996 0.0 0.0 0.0
H -9.17210 -1.68450 3.65894 0.0 0.0 0.0
H -4.67535 -4.89592 3.19972 0.0 0.0 0.0
H 1.10112 7.00673 1.20330 0.0 0.0 0.0
H 2.95508 -1.80298 -1.24382 -0.6 0.2 0.4
H 0.82529 5.98161 -1.07701 0.0 0.0 0.0
H -2.87862 -5.07510 -5.84469 0.0 0.0 0.0
H 4.32971 1.11761 -0.20584 0.0 0.0 0.1
H 4.30464 5.32490 0.00678 0.0 0.0 0.1
H 2.82720 6.67804 1.02597 0.0 0.0 0.0
H -4.46278 -6.11310 1.92718 0.0 0.0 0.0
H 0.31105 -2.25677 -1.31941 0.1 0.0 -0.1
H -2.96961 -6.74980 0.23820 0.0 -0.2 0.0
H 2.05867 7.88908 0.00435 0.0 0.0 0.0
H -3.07699 -3.46504 1.89333 0.0 0.0 0.0
H 0.63297 -1.84580 1.63570 0.1 0.0 0.0
H -0.84356 -6.03366 -3.30969 0.0 0.1 0.0
H -1.95538 -4.42405 -4.48798 0.0 0.0 0.0
H 4.03088 3.57716 -0.18530 0.0 0.0 0.0
H 1.04320 1.37538 0.55138 0.0 0.0 -0.1
H -8.09479 -0.34238 4.07078 0.0 0.0 0.0
H 2.60864 1.62973 -1.51765 0.0 -0.1 0.0
H -7.95718 -1.88407 4.93709 0.0 0.0 0.0
H -3.56597 -3.80169 -4.82346 0.0 0.0 0.0
```
Forces are in eV/Å.

Computed properties:
Relative energy (zero: lowest compared OMol25 entry of this formula, charge and spin)   0.0 kJ/mol
Gap between HOMO and LUMO   5.8 eV
Total charge   -1
E_tot   -47390.2428 eV
HOMO energy   -3.9 eV

Mulliken charges, unit e, in atom order: number 1, In, carries 0.73; number 2, O, carries -0.58; number 3, O, carries -0.63; number 4, O, carries -0.62; number 5, O, carries -0.63; number 6, O, carries -0.45; number 7, O, carries -0.68; number 8, O, carries -0.50; number 9, N, carries -0.15; number 10, N, carries -0.19; number 11, N, carries -0.13; number 12, N, carries -0.15; number 13, N, carries -0.10; number 14, C, carries -0.39; number 15, C, carries -0.84; number 16, C, carries -0.81; number 17, C, carries 0.27; number 18, C, carries 0.77; number 19, C, carries -0.56; number 20, C, carries -0.81; number 21, C, carries -0.79; number 22, C, carries 0.68; number 23, C, carries -1.33; number 24, C, carries -0.86; number 25, C, carries -1.24; number 26, C, carries 0.79; number 27, C, carries -1.16; number 28, C, carries -1.44; number 29, C, carries -1.27; number 30, C, carries 0.79; number 31, C, carries 0.85; number 32, C, carries -0.07; number 33, H, carries 0.22; number 34, H, carries 0.29; number 35, H, carries 0.31; number 36, H, carries 0.41; number 37, H, carries 0.36; number 38, H, carries 0.32; number 39, H, carries 0.32; number 40, H, carries 0.43; number 41, H, carries 0.37; number 42, H, carries 0.24; number 43, H, carries 0.29; number 44, H, carries 0.03; number 45, H, carries 0.24; number 46, H, carries -0.41; number 47, H, carries 0.31; number 48, H, carries 0.16; number 49, H, carries 0.24; number 50, H, carries 0.40; number 51, H, carries 0.36; number 52, H, carries 0.29; number 53, H, carries 0.33; number 54, H, carries 0.28; number 55, H, carries 0.36; number 56, H, carries 0.27; number 57, H, carries 0.28; number 58, H, carries 0.35; number 59, H, carries 0.24; number 60, H, carries 0.27; number 61, H, carries 0.11; number 62, H, carries 0.07; number 63, H, carries 0.29; number 64, H, carries 0.37; number 65, H, carries -0.40; number 66, H, carries 0.35; number 67, H, carries 0.27; number 68, H, carries 0.22; number 69, H, carries -0.39; number 70, H, carries 0.43; number 71, H, carries 0.32; number 72, H, carries -0.05; number 73, H, carries 0.34; number 74, H, carries 0.37; number 75, H, carries 0.13; number 76, H, carries 0.29; number 77, H, carries 0.27